[1]
111
Properties=species:S:1:pos:R:3:forces:R:3 method="wB97M-V/def2-TZVPD" charge=+1 molar_mass_g_mol=854.1 homo_lumo_gap_ev=8.199 fmax_ha_per_bohr=0.059 e_homo_ha=-0.4170 e_lumo_ev=-3.15
Cs -3.368 -2.585 -1.150 0.1 0.2 0.1
Cs 1.725 -3.259 0.052 0.0 0.2 0.1
Cl -0.473 -0.294 -0.209 -0.1 -0.5 -0.1
C 1.829 -3.727 6.379 0.5 -0.6 0.6
C 1.346 -3.344 5.004 0.2 -0.1 1.2
O 1.193 -1.965 5.006 -0.4 0.9 -0.2
H 1.086 -3.740 7.176 -0.5 -0.2 -0.4
H 2.561 -3.037 6.799 0.4 0.0 -0.6
H 2.272 -4.720 6.297 0.1 -0.1 0.4
H 0.402 -3.858 4.827 -0.2 -0.2 -0.4
H 2.098 -3.626 4.266 0.1 -0.3 -0.3
H 1.213 -1.693 4.086 -0.1 0.6 -0.3
C 5.921 -2.395 0.003 0.3 0.8 0.2
C 5.250 -1.035 -0.300 0.4 -1.7 -0.2
O 3.981 -1.333 -0.879 -0.1 -0.4 0.3
H 6.453 -2.765 -0.873 -0.2 -0.2 0.0
H 5.217 -3.136 0.383 -0.2 0.0 -0.2
H 6.658 -2.272 0.796 0.1 0.1 0.0
H 5.848 -0.533 -1.061 0.1 0.4 0.3
H 5.156 -0.457 0.620 -0.1 0.2 -0.1
H 3.512 -0.499 -0.949 -0.5 0.7 -0.1
C 3.866 -0.851 3.203 -1.0 -0.5 -0.2
C 2.669 -0.149 2.517 2.0 0.8 0.2
O 1.589 -1.026 2.434 -0.6 -1.3 -0.1
H 3.543 -1.277 4.153 0.1 0.4 0.3
H 4.763 -0.246 3.338 -0.3 0.2 -0.1
H 4.136 -1.733 2.622 0.2 0.0 -0.3
H 2.975 0.155 1.516 0.0 0.1 -0.2
H 2.389 0.759 3.052 0.0 0.0 0.2
H 0.897 -0.641 1.891 -0.4 0.3 -0.2
C -0.023 2.141 3.465 -0.9 1.1 -0.3
C 0.176 2.603 2.023 -0.8 -0.3 -0.6
O -1.047 2.398 1.247 0.4 0.6 0.6
H 0.895 2.136 4.054 0.0 -0.5 -0.1
H -0.649 1.249 3.481 0.7 -0.6 0.0
H -0.694 2.838 3.967 0.1 0.4 0.0
H 0.994 2.071 1.537 0.1 -0.2 -0.1
H 0.389 3.664 1.895 0.1 0.0 0.4
H -0.979 1.610 0.703 0.3 -0.3 0.0
C -0.244 -2.017 -3.505 0.4 -0.1 -0.5
C -0.374 -3.535 -3.564 -0.7 1.4 -1.8
O -0.495 -4.016 -2.259 0.1 -0.8 1.1
H -1.000 -1.529 -2.890 0.1 -0.2 0.2
H -0.334 -1.527 -4.475 0.0 -0.3 -0.2
H 0.754 -1.758 -3.150 -0.1 0.2 0.3
H 0.414 -4.007 -4.152 0.6 0.1 0.4
H -1.254 -3.819 -4.142 -0.5 0.1 0.0
H -0.537 -4.970 -2.358 0.0 -0.3 0.3
C -2.057 -1.759 4.034 -0.6 0.0 0.4
C -2.978 -1.293 2.902 0.4 1.4 2.0
O -2.618 -1.857 1.710 -0.3 -1.7 -2.5
H -2.357 -2.726 4.437 -0.2 0.0 0.0
H -2.133 -1.035 4.845 0.2 -0.1 0.1
H -1.012 -1.894 3.755 -0.1 0.5 -0.2
H -2.915 -0.211 2.788 0.1 0.3 0.2
H -4.030 -1.448 3.139 0.0 -0.5 -0.1
H -2.026 -1.273 1.231 0.5 0.4 0.0
C -3.802 2.094 -3.866 0.7 -1.2 -0.4
C -3.089 1.639 -2.575 -0.6 0.6 -0.4
O -1.782 1.261 -2.937 0.8 0.2 -0.4
H -4.886 2.212 -3.860 0.2 0.2 0.5
H -3.570 1.367 -4.644 -0.2 -0.4 0.0
H -3.280 2.956 -4.281 -0.3 0.4 0.5
H -3.435 0.764 -2.024 -1.2 0.0 -0.1
H -3.122 2.489 -1.893 0.4 0.0 0.3
H -1.320 0.951 -2.155 0.3 0.0 0.3
C 3.695 2.412 -2.483 -1.1 -0.8 -0.1
C 2.509 1.412 -2.354 1.2 0.0 -1.1
O 2.438 1.041 -1.020 0.3 -0.4 1.9
H 4.651 1.961 -2.217 -0.2 -0.4 0.3
H 3.494 3.215 -1.773 0.2 0.4 -0.5
H 3.834 2.690 -3.527 -0.3 0.6 0.1
H 2.734 0.508 -2.920 0.1 -0.1 -0.5
H 1.523 1.740 -2.682 0.2 0.6 -0.3
H 1.596 0.617 -0.839 -0.5 -0.1 0.1
C -0.789 3.272 -7.319 -0.3 -0.4 0.2
C -0.733 3.035 -5.786 0.5 1.7 -1.9
O -0.872 1.696 -5.515 -0.1 -1.1 0.0
H -1.744 2.958 -7.741 -0.3 0.2 0.3
H -0.096 2.667 -7.902 0.5 0.0 0.4
H -0.636 4.318 -7.586 0.0 0.0 0.2
H -1.493 3.673 -5.334 -0.4 -0.1 0.2
H 0.210 3.442 -5.421 0.4 -0.1 0.1
H -1.014 1.593 -4.571 -0.2 -0.2 0.4
C -0.075 4.048 -2.042 -0.2 -1.1 -1.8
C 0.442 4.946 -1.030 1.4 0.2 1.4
O 0.832 6.184 -1.576 -0.4 0.4 -0.4
H -0.231 3.066 -1.595 -0.7 0.1 0.2
H 0.652 3.803 -2.816 0.2 0.5 -0.2
H -0.940 4.485 -2.540 -0.3 -0.4 0.1
H 1.335 4.481 -0.614 0.2 -0.2 0.4
H -0.298 4.985 -0.230 -0.1 0.6 0.2
H 1.301 6.704 -0.920 -0.1 0.0 0.1
C -1.253 -4.953 2.533 -0.7 0.3 0.4
C -1.503 -5.131 1.063 0.3 -0.2 0.6
O -0.362 -5.840 0.579 -0.1 0.2 -0.6
H -0.395 -4.302 2.700 0.1 -0.2 0.1
H -1.153 -5.912 3.041 0.3 0.0 -0.1
H -2.104 -4.461 3.005 0.0 0.1 -0.1
H -1.587 -4.151 0.594 0.0 0.2 -0.2
H -2.426 -5.687 0.902 -0.1 -0.2 -0.2
H -0.541 -6.103 -0.327 0.1 -0.3 -0.1
C -5.763 2.059 1.748 1.2 -0.3 -0.4
C -4.442 2.419 1.006 -1.5 -0.2 -0.2
O -3.674 3.198 1.833 0.5 0.9 0.9
H -6.414 1.463 1.107 -0.1 -0.1 0.1
H -6.324 2.908 2.139 0.2 0.3 -0.4
H -5.452 1.503 2.632 -0.2 -0.3 0.0
H -4.618 2.930 0.059 -0.5 0.2 -0.3
H -3.833 1.561 0.721 -0.3 -0.9 0.0
H -2.772 3.057 1.538 0.7 0.2 0.3

[2]
123
Properties=species:S:1:pos:R:3:forces:R:3 method="wB97M-V/def2-TZVPD" smiles="C[C@H]1COC(=O)O1.C[C@H]1COC(=O)O1.C[C@H]1COC(=O)O1.Oc1ccc(O)cc1.Oc1ccc(O)cc1.Oc1ccc(O)cc1.Oc1ccc(O)cc1.Oc1ccc(O)cc1.Oc1ccc(O)cc1" charge=0 molar_mass_g_mol=966.9 homo_lumo_gap_ev=7.843 fmax_ha_per_bohr=0.073 e_homo_ha=-0.2783 e_lumo_ev=0.27
C -6.629 2.419 3.405 1.5 1.8 0.4
C -5.551 2.378 2.335 0.5 0.2 -0.4
C -6.073 2.922 0.931 1.2 -1.5 2.2
O -5.564 4.218 0.942 -0.2 0.9 -0.6
C -4.519 4.330 1.771 0.7 0.8 0.8
O -3.793 5.284 1.810 -0.4 -0.7 -0.1
O -4.429 3.262 2.597 -0.6 0.1 -0.4
H -6.302 2.487 4.442 0.7 0.7 -0.1
H -7.049 1.500 3.482 -1.7 -3.0 -0.5
H -7.390 3.142 3.217 -0.5 0.7 -0.1
H -5.120 1.385 2.353 0.1 -0.2 -0.5
H -7.116 2.855 1.038 -1.5 0.6 -0.4
H -5.752 2.406 0.047 0.4 -0.4 -0.3
C -0.771 -2.818 -0.085 -1.0 0.9 0.6
C -1.666 -3.666 -0.917 0.1 1.8 -1.0
C -3.105 -3.598 -0.522 -0.3 -0.1 1.5
O -3.748 -2.772 -1.447 0.0 0.5 -1.1
C -2.935 -2.614 -2.541 -1.7 -0.8 -0.9
O -3.333 -2.271 -3.627 0.5 0.3 1.2
O -1.726 -3.075 -2.297 1.1 -0.8 1.1
H -0.670 -3.145 0.952 0.0 -0.3 -0.2
H -1.189 -1.812 -0.045 -0.1 0.1 0.0
H 0.156 -2.720 -0.560 1.7 0.0 -0.5
H -1.279 -4.646 -0.994 0.2 -1.1 -0.4
H -3.231 -3.178 0.482 0.1 0.0 -0.2
H -3.522 -4.584 -0.494 -0.7 -0.6 -0.3
C 2.655 -0.632 -6.932 0.1 1.2 -1.0
C 3.663 0.505 -6.659 -1.3 0.7 0.6
C 3.146 1.622 -5.757 -1.0 -0.2 1.0
O 4.165 1.738 -4.735 -0.1 0.1 0.8
C 4.883 0.582 -4.693 1.6 1.5 0.7
O 5.742 0.270 -3.866 -2.5 0.6 -1.7
O 4.643 -0.026 -5.828 1.9 -3.2 0.1
H 1.875 -0.361 -7.697 0.6 -0.2 1.0
H 2.278 -1.027 -6.001 -0.6 0.5 0.4
H 3.210 -1.469 -7.283 0.5 -0.6 -0.8
H 4.191 0.979 -7.476 -0.2 -0.4 -0.8
H 2.225 1.298 -5.246 0.2 0.1 -0.1
H 2.937 2.583 -6.226 0.5 0.0 0.1
O 3.791 -3.309 1.033 -0.6 0.5 0.7
C 3.671 -2.352 2.031 -1.1 -2.1 -0.8
C 2.551 -2.398 2.843 -1.9 0.5 1.2
C 2.367 -1.393 3.821 1.4 -0.8 -0.7
C 3.399 -0.466 4.013 0.3 -0.3 -0.2
O 3.281 0.599 4.878 -0.7 -0.2 2.0
C 4.569 -0.501 3.303 0.1 -0.7 -2.6
C 4.646 -1.451 2.234 1.4 2.0 1.2
H 4.374 -2.964 0.354 0.4 0.0 -0.2
H 1.726 -3.141 2.715 1.0 0.6 -0.1
H 1.536 -1.359 4.501 -0.5 -0.1 -0.1
H 3.142 0.244 5.793 0.1 0.6 -1.1
H 5.307 0.305 3.367 -0.2 -0.5 0.3
H 5.469 -1.488 1.533 0.3 0.3 0.2
O -3.260 0.239 -0.860 0.3 -0.6 1.2
C -3.195 1.284 -1.723 -0.3 -0.1 1.3
C -3.429 0.966 -3.033 -0.2 -0.9 -1.6
C -3.532 1.977 -3.948 0.8 2.6 -0.2
C -3.314 3.335 -3.540 -1.0 -1.6 -1.2
O -3.431 4.409 -4.398 0.1 -0.9 -0.4
C -3.042 3.604 -2.250 0.9 1.8 0.5
C -2.978 2.586 -1.324 0.3 0.1 0.9
H -2.975 0.403 0.083 -0.1 0.1 -1.1
H -3.504 -0.081 -3.375 -0.1 0.7 0.5
H -3.630 1.855 -5.015 -0.3 -0.6 -0.2
H -3.613 4.003 -5.254 0.0 0.5 -0.2
H -2.780 4.672 -2.096 -0.3 -0.9 0.7
H -2.706 2.800 -0.286 -0.2 -0.1 -0.2
O -0.484 6.413 5.875 -0.2 -1.3 -1.0
C -0.130 5.142 5.378 0.0 2.0 0.6
C 0.794 4.387 6.037 0.7 -1.3 -1.1
C 1.249 3.159 5.481 0.0 0.9 2.2
C 0.617 2.694 4.344 0.5 -0.5 -0.2
O 0.868 1.456 3.782 -0.6 0.5 -0.3
C -0.317 3.457 3.702 -1.1 1.8 -0.4
C -0.664 4.728 4.197 -2.2 -0.8 -1.0
H -0.071 6.483 6.728 0.2 0.3 0.6
H 1.172 4.804 6.935 0.7 -0.1 0.8
H 2.018 2.645 6.115 -0.8 0.1 -1.2
H 1.661 1.139 4.195 1.1 -0.6 0.4
H -0.813 3.118 2.792 0.2 -0.1 0.3
H -1.584 5.263 3.818 1.5 -0.5 0.0
O 5.879 -2.826 -1.165 -1.5 -0.6 -0.3
C 5.255 -3.262 -2.340 0.8 0.2 0.8
C 5.633 -2.891 -3.610 2.1 1.4 0.2
C 4.928 -3.266 -4.718 -0.4 -1.2 0.6
C 3.823 -4.099 -4.593 -0.8 1.0 0.4
O 3.038 -4.315 -5.722 1.3 0.2 0.7
C 3.448 -4.493 -3.310 0.8 -0.3 -0.1
C 4.233 -4.134 -2.186 -2.3 -0.7 -0.6
H 6.753 -2.529 -1.334 1.2 0.5 -0.4
H 6.568 -2.283 -3.702 -1.0 -0.4 -0.1
H 5.281 -3.071 -5.677 0.5 0.7 -1.5
H 2.332 -4.879 -5.440 -0.8 -0.5 0.0
H 2.608 -5.167 -3.226 -0.2 0.0 0.3
H 3.931 -4.458 -1.198 0.0 -0.1 -0.1
O 0.162 1.557 1.016 1.3 -0.3 0.8
C 0.939 0.970 0.006 -2.2 0.5 -0.5
C 0.206 0.669 -1.151 0.6 0.0 0.2
C 0.811 0.052 -2.214 1.0 0.1 -0.3
C 2.187 -0.264 -2.159 0.1 0.1 0.8
O 2.710 -0.966 -3.225 -0.5 0.5 0.2
C 2.929 0.106 -1.027 -1.1 -0.3 0.3
C 2.265 0.731 0.062 1.3 -0.3 0.1
H 0.693 1.657 1.861 -0.7 -0.3 -1.0
H -0.815 0.970 -1.210 -0.5 0.1 0.0
H 0.292 -0.106 -3.149 -0.2 -0.2 0.1
H 3.651 -1.086 -3.103 0.5 -0.2 0.1
H 3.948 -0.215 -0.868 0.3 0.1 -0.3
H 2.770 1.037 0.981 0.3 -0.3 -0.3
O -2.056 0.041 1.561 -1.4 0.1 -0.7
C -2.389 -0.845 2.541 1.8 0.1 1.4
C -3.577 -1.549 2.478 0.9 -0.6 1.8
C -3.959 -2.475 3.472 -0.9 -0.2 -0.9
C -3.139 -2.701 4.571 0.0 0.8 -1.2
O -3.401 -3.507 5.603 0.2 -0.5 1.2
C -1.974 -1.966 4.664 1.3 1.7 -1.4
C -1.559 -1.030 3.685 -1.1 0.1 0.0
H -1.180 0.449 1.408 0.4 -0.2 0.9
H -4.266 -1.339 1.741 -1.2 0.3 -1.8
H -4.943 -3.004 3.272 1.3 0.6 0.7
H -4.040 -4.169 5.390 -0.7 -0.5 -0.3
H -1.317 -2.059 5.496 0.1 -0.3 0.8
H -0.721 -0.307 3.864 -0.6 -1.1 -0.3

[3]
64
Properties=species:S:1:pos:R:3:forces:R:3 method="wB97M-V/def2-TZVPD" charge=-1 spin_multiplicity=2 molar_mass_g_mol=674.6 homo_lumo_gap_ev="5.630 / 4.615" fmax_ha_per_bohr=0.078 e_homo_ha="-0.1521 / -0.1521" e_lumo_ev="1.49 / 0.48" de_lowest_kj_mol=0.0
K -0.248 2.030 0.530 0.1 0.5 -0.7
Cl -1.640 4.508 -1.272 -0.1 0.4 0.0
Ge -1.258 6.893 -1.104 1.6 -0.9 1.2
Cl -0.439 7.277 -3.203 -0.3 0.2 -1.1
Cl -2.972 7.458 0.336 -1.2 0.2 0.1
N 0.624 0.731 -1.363 0.4 -0.1 -0.2
P 0.918 -0.229 -2.515 -0.9 1.3 1.7
C 1.717 0.442 -3.992 0.0 -0.9 0.6
C 1.686 1.807 -4.172 0.4 0.4 -0.1
C 2.487 2.350 -5.163 -0.5 0.3 -0.3
C 3.241 1.530 -5.988 1.3 1.0 -1.0
C 3.243 0.168 -5.796 0.9 -1.2 -0.4
C 2.465 -0.393 -4.800 0.2 0.3 -0.6
C -0.587 -0.930 -3.232 0.6 -0.8 -0.8
C -0.526 -2.069 -4.061 -0.4 0.5 0.9
C -1.715 -2.637 -4.443 -1.3 -0.2 -0.4
C -2.961 -2.090 -4.064 0.1 -0.7 -0.1
C -2.978 -0.993 -3.230 0.1 0.7 -0.2
C -1.792 -0.335 -2.904 0.0 -0.3 -0.1
C 1.978 -1.635 -1.996 -0.1 0.1 -0.3
C 1.492 -2.832 -1.493 -0.9 0.4 -0.5
C 2.350 -3.788 -0.990 -0.1 -0.9 -0.2
C 3.724 -3.635 -1.074 -1.0 1.8 -0.2
C 4.195 -2.402 -1.543 0.1 -0.4 0.2
C 3.345 -1.392 -1.929 -0.5 -0.3 -0.1
H 1.114 2.436 -3.494 0.1 -0.2 0.0
H 2.479 3.421 -5.303 0.1 0.1 -0.1
H 3.924 1.977 -6.774 -1.0 -0.5 1.0
H 3.955 -0.487 -6.345 -0.7 0.6 0.1
H 2.471 -1.465 -4.661 0.1 0.0 0.2
H 0.442 -2.481 -4.343 -0.3 -0.1 0.1
H -1.772 -3.555 -5.002 0.3 -0.2 -0.4
H -3.911 -2.536 -4.438 0.9 0.2 0.5
H -3.891 -0.593 -2.826 -0.4 0.1 -0.3
H -1.771 0.664 -2.464 0.0 -0.5 0.5
H 0.407 -3.000 -1.544 0.5 -0.1 0.2
H 1.916 -4.720 -0.649 0.1 0.0 0.2
H 4.374 -4.364 -0.692 0.9 -1.0 0.2
H 5.240 -2.234 -1.653 0.8 0.1 0.2
H 3.685 -0.404 -2.188 0.4 0.1 -0.2
N -1.309 1.374 2.823 0.0 0.6 -1.3
C -1.342 0.922 3.952 -0.4 -1.6 3.7
C -2.255 1.491 5.052 -0.7 0.5 -1.7
C -3.240 2.417 4.584 0.1 -0.1 1.7
C -4.134 3.000 5.491 0.6 0.0 0.2
C -4.127 2.571 6.817 1.2 -0.6 -0.9
C -3.191 1.630 7.220 0.2 -0.3 0.6
C -2.220 1.093 6.391 -0.9 0.9 -1.4
C -0.498 -0.328 4.305 -0.4 0.8 -1.3
C -1.032 -1.453 4.932 0.5 -0.7 0.6
C -0.224 -2.602 4.995 0.7 0.7 -0.2
C 1.093 -2.609 4.451 -1.2 -0.1 0.8
C 1.587 -1.507 3.798 -1.4 1.7 -0.6
C 0.748 -0.359 3.699 0.8 -0.6 0.3
H -3.343 2.730 3.565 0.5 -0.1 -0.5
H -4.749 3.857 5.209 -0.1 -0.5 -0.2
H -4.792 2.946 7.537 -0.9 0.6 0.7
H -3.160 1.275 8.238 -0.3 0.1 0.3
H -1.549 0.343 6.735 0.5 -0.2 0.3
H -1.994 -1.389 5.465 0.4 -0.3 -0.6
H -0.537 -3.511 5.495 -0.3 0.2 0.0
H 1.682 -3.492 4.647 0.2 -0.1 -0.4
H 2.506 -1.452 3.245 0.5 -0.3 0.2
H 1.069 0.560 3.197 0.1 -0.6 0.1

[4]
76
Properties=species:S:1:pos:R:3:forces:R:3 method="wB97M-V/def2-TZVPD" charge=-2 spin_multiplicity=3 molar_mass_g_mol=824.1 homo_lumo_gap_ev="5.282 / 5.831" fmax_ha_per_bohr=0.026 e_homo_ha="-0.0438 / -0.0750" e_lumo_ev="4.09 / 3.79"
Pt 1.706 1.740 -0.279 0.0 0.6 0.0
S 6.272 7.436 -0.472 0.1 0.2 0.0
C 5.254 6.138 -0.386 -0.4 -0.4 0.0
S 3.516 6.256 -0.517 0.9 -0.4 0.1
C 3.155 4.544 -0.331 0.0 0.3 0.0
C 4.232 3.724 -0.173 0.1 -0.2 0.1
S 4.164 2.030 0.037 -0.4 -0.1 -0.1
S 5.812 4.497 -0.161 -0.7 0.7 -0.1
S 1.502 4.057 -0.345 0.0 -0.8 0.0
C -4.786 1.448 0.033 0.1 -0.1 0.0
C -3.385 1.903 -0.372 -0.1 -0.2 0.1
C -3.343 2.038 -1.890 0.2 -0.1 0.1
C -3.133 3.267 0.261 0.2 -0.2 0.1
Si -1.934 0.733 0.172 -1.1 -0.3 0.3
O -0.581 1.311 -0.328 1.2 0.4 -0.3
C -2.323 -1.032 -0.458 0.1 0.4 0.1
C -1.299 -1.735 -1.080 0.1 0.0 0.0
C -1.481 -3.021 -1.560 0.1 -0.2 -0.1
C -2.718 -3.634 -1.445 0.0 -0.1 -0.1
C -3.753 -2.956 -0.825 -0.2 -0.1 0.0
C -3.548 -1.679 -0.330 -0.2 0.0 0.0
C -2.047 0.608 2.081 0.0 0.0 -0.5
C -1.423 1.582 2.853 0.1 0.2 -0.1
C -1.442 1.533 4.234 0.0 0.2 0.2
C -2.099 0.499 4.881 0.0 0.0 0.2
C -2.703 -0.496 4.134 -0.1 -0.1 0.1
C -2.672 -0.436 2.751 -0.2 -0.1 -0.1
H -5.512 2.248 -0.142 -0.1 0.1 0.0
H -4.828 1.182 1.089 -0.1 0.0 0.2
H -5.104 0.591 -0.558 -0.1 -0.1 0.0
H -4.092 2.750 -2.245 -0.1 0.1 0.0
H -3.532 1.075 -2.362 0.0 -0.1 -0.1
H -2.360 2.376 -2.200 0.2 0.1 -0.2
H -3.834 4.013 -0.122 -0.1 0.1 -0.1
H -2.121 3.593 0.048 0.2 0.2 0.0
H -3.252 3.206 1.341 0.0 0.1 0.2
H -0.340 -1.256 -1.167 0.3 0.1 -0.1
H -0.654 -3.549 -2.018 0.1 0.0 0.0
H -2.873 -4.636 -1.832 0.0 0.0 0.0
H -4.729 -3.420 -0.728 0.0 0.0 0.0
H -4.369 -1.185 0.169 -0.1 0.0 0.0
H -0.903 2.384 2.350 0.1 0.1 0.0
H -0.952 2.305 4.815 0.0 0.0 0.0
H -2.138 0.465 5.963 0.1 0.0 0.0
H -3.206 -1.318 4.629 0.0 0.0 0.0
H -3.140 -1.226 2.180 0.0 -0.1 0.0
C 0.715 -1.017 2.078 0.2 -0.1 0.0
C 1.991 -1.828 1.866 0.0 0.1 -0.1
C 3.223 -0.962 2.137 -0.1 -0.1 0.0
C 2.059 -2.433 0.483 0.0 0.1 0.0
C 2.082 -3.804 0.347 0.0 -0.2 -0.1
C 2.253 -4.416 -0.884 0.0 -0.4 -0.1
C 2.424 -3.622 -2.008 0.0 -0.2 0.0
C 2.369 -2.246 -1.934 -0.1 0.3 0.0
C 2.550 -1.399 -3.176 0.0 0.1 0.1
C 1.261 -0.649 -3.529 0.2 0.0 0.1
C 3.700 -0.401 -2.996 -0.1 0.0 -0.1
C 2.139 -1.609 -0.676 0.1 -0.8 -0.1
O 2.030 -0.336 -0.607 -0.1 0.7 0.1
H 0.639 -0.685 3.114 -0.1 0.1 0.1
H -0.162 -1.615 1.839 -0.1 0.0 0.0
H 0.713 -0.137 1.433 -0.1 -0.1 0.1
H 1.990 -2.665 2.582 0.0 0.1 -0.1
H 3.220 -0.103 1.470 0.1 0.0 0.1
H 4.141 -1.523 1.966 0.1 -0.1 0.0
H 3.216 -0.597 3.163 0.0 0.1 0.1
H 1.962 -4.417 1.234 0.0 0.0 0.1
H 2.264 -5.497 -0.965 0.0 0.0 0.0
H 2.619 -4.091 -2.967 -0.1 0.0 -0.1
H 2.807 -2.076 -4.006 -0.1 0.0 0.1
H 1.003 0.021 -2.706 -0.1 0.0 -0.1
H 0.435 -1.341 -3.692 -0.1 0.0 0.0
H 1.408 -0.050 -4.429 0.0 0.1 -0.1
H 3.386 0.411 -2.341 0.1 0.0 -0.1
H 4.002 0.024 -3.955 0.0 0.0 -0.1
H 4.561 -0.889 -2.538 0.1 0.0 0.0